(1)
Density functional theory data (the ωB97M-V functional and the def2-TZVPD basis) for one molecule with the formula C18H20Cl2N2O5.

CARTESIAN COORDINATES (ANGSTROEM)
C1 -1.118 -5.019 1.858
C2 0.174 -4.403 1.355
O1 -0.146 -3.196 0.661
C3 0.899 -2.523 0.150
O2 2.037 -2.926 0.277
C4 0.590 -1.291 -0.578
C5 -0.590 -0.628 -0.703
C6 -1.866 -1.042 -0.046
N1 -0.651 0.497 -1.500
C7 -1.752 1.438 -1.429
C8 -1.510 2.460 -0.312
C9 -2.719 3.368 -0.116
C10 -3.868 2.645 0.541
O3 -3.827 1.537 1.007
O4 -4.974 3.394 0.566
C11 0.310 0.771 -2.479
O5 0.129 1.614 -3.331
N2 1.401 -0.024 -2.445
C12 1.816 -0.699 -1.234
C13 2.574 0.262 -0.328
C14 2.020 0.782 0.833
C15 2.708 1.682 1.627
C16 3.983 2.076 1.256
Cl1 4.858 3.196 2.232
C17 4.568 1.579 0.102
C18 3.856 0.682 -0.676
Cl2 4.607 0.084 -2.112
H1 -1.620 -4.337 2.539
H2 -0.900 -5.946 2.380
H3 -1.782 -5.229 1.023
H4 0.855 -4.166 2.181
H5 0.699 -5.077 0.669
H6 -1.700 -1.900 0.590
H7 -2.596 -1.314 -0.808
H8 -2.288 -0.236 0.551
H9 -1.785 1.953 -2.393
H10 -2.695 0.917 -1.276
H11 -0.634 3.058 -0.565
H12 -1.305 1.937 0.625
H13 -2.464 4.214 0.526
H14 -3.066 3.777 -1.066
H15 -5.700 2.924 1.006
H16 2.118 0.197 -3.121
H17 2.500 -1.512 -1.506
H18 1.031 0.467 1.129
H19 2.262 2.073 2.527
H20 5.561 1.885 -0.187

Properties
E_LUMO   0.5 eV
HOMO-LUMO gap   0.3370 hartree
ΔE to the lowest compared entry with this formula, charge and spin   4.5 kJ/mol
DFT total energy   -57255.4955 eV



(2)
Density functional theory data (the ωB97M-V functional and the def2-TZVPD basis) for one molecule with the formula C18H20ClN3O7S at a distorted geometry.

CARTESIAN COORDINATES (ANGSTROEM)
C1 -5.679 -1.885 -0.313
C2 -5.703 -0.578 0.377
N1 -6.611 -0.261 1.253
O1 -6.342 0.999 1.696
C3 -5.257 1.472 1.092
C4 -4.789 2.832 1.432
C5 -4.782 0.511 0.219
C6 -3.631 0.549 -0.662
O2 -3.306 -0.345 -1.416
O3 -2.945 1.700 -0.556
C7 -1.850 1.900 -1.443
C8 -0.535 1.294 -0.926
O4 0.417 1.990 -0.657
N2 -0.582 -0.059 -0.843
C9 0.419 -0.916 -0.400
C10 1.600 -0.462 0.180
C11 2.569 -1.360 0.572
S1 4.068 -0.693 1.308
O5 5.110 -1.665 1.137
O6 3.762 -0.228 2.628
N3 4.311 0.627 0.343
C12 4.968 0.440 -0.927
C13 4.412 1.488 -1.898
O7 4.580 2.789 -1.387
C14 3.915 2.947 -0.150
C15 4.460 1.957 0.885
C16 2.400 -2.721 0.421
C17 1.220 -3.194 -0.132
C18 0.242 -2.301 -0.537
Cl1 -1.225 -2.910 -1.227
H1 -5.716 -1.733 -1.390
H2 -6.523 -2.486 0.009
H3 -4.747 -2.402 -0.090
H4 -3.768 2.793 1.806
H5 -5.443 3.262 2.185
H6 -4.788 3.460 0.543
H7 -2.086 1.469 -2.424
H8 -1.725 2.981 -1.521
H9 -1.431 -0.522 -1.181
H10 1.766 0.592 0.318
H11 4.759 -0.572 -1.273
H12 6.055 0.568 -0.825
H13 4.948 1.462 -2.848
H14 3.343 1.290 -2.069
H15 4.101 3.975 0.163
H16 2.835 2.791 -0.286
H17 3.902 1.998 1.819
H18 5.518 2.179 1.082
H19 3.187 -3.389 0.731
H20 1.055 -4.253 -0.254

Properties
E_LUMO   0.4 eV
HOMO-LUMO gap   0.3508 hartree
DFT total energy   -61150.3075 eV



Table of molecular weight (g/mol), in record order: 415.273, 457.892